No. 1
Formula: C29H34BrF2N4O
Source: OMol25
Level of theory: wB97M-V/def2-TZVPD

Computed properties:
Kohn-Sham gap: 7.482 eV
E_tot: -114102.59027 eV
LUMO energy: -4.078 eV
relative energy (zero: lowest compared OMol25 entry of this formula, charge and spin): 23.10 kJ/mol
total charge: +1

Positions of all 71 atoms, in Å:
1 Br 1.056 -0.267 3.577
2 F 5.280 -1.433 0.188
3 F -3.189 1.446 2.045
4 O -1.673 3.042 -2.799
5 N 2.935 1.185 1.075
6 N -0.578 -1.044 -0.696
7 N 1.825 -1.921 -2.163
8 N 0.696 -0.781 -0.450
9 C 6.312 -3.528 0.616
10 C 2.511 -1.905 -3.315
11 C -2.851 -1.362 0.079
12 C -4.688 1.156 5.327
13 C 2.551 0.517 -3.380
14 C -3.691 1.791 3.261
15 C 5.395 -5.483 -0.457
16 C -4.181 0.800 4.085
17 C -1.399 -1.067 0.330
18 C -4.210 3.467 4.866
19 C -1.783 1.678 -3.175
20 C -3.276 -0.912 -1.317
21 C -3.168 1.117 -2.874
22 C 2.738 -0.256 0.867
23 C 1.278 -0.556 0.722
24 C 0.414 -0.572 1.847
25 C 4.429 -4.702 -1.076
26 C 6.331 -4.897 0.388
27 C -4.705 2.488 5.716
28 C 2.864 -0.718 -3.937
29 C -1.747 4.223 -0.690
30 C -3.318 0.608 -1.433
31 C -0.937 3.291 -1.615
32 C 1.832 0.505 -2.189
33 C 4.399 -3.334 -0.847
34 C 1.513 -0.742 -1.685
35 C -3.693 3.120 3.626
36 C -0.913 -0.814 1.622
37 C 5.341 -2.780 -0.011
38 H 7.036 -3.051 1.264
39 H 7.080 -5.509 0.872
40 H -2.604 4.588 -1.245
41 H -0.742 2.368 -1.062
42 H 5.419 -6.550 -0.631
43 H -2.093 3.660 0.176
44 H 3.699 -5.157 -1.732
45 H -4.268 0.969 -1.041
46 H 3.396 -0.761 -4.877
47 H 2.605 1.436 2.000
48 H 1.545 1.420 -1.695
49 H -4.276 -1.308 -1.490
50 H 0.021 3.760 -1.849
51 H -1.151 5.054 -0.324
52 H 2.767 -2.862 -3.743
53 H -1.610 -0.827 2.447
54 H -4.227 4.506 5.167
55 H 3.658 -2.681 -1.292
56 H -1.642 1.649 -4.258
57 H 3.346 -0.629 0.062
58 H 3.054 -0.800 1.763
59 H -3.874 1.925 -3.057
60 H -2.996 -2.436 0.190
61 H -0.984 1.071 -2.740
62 H -3.385 0.344 -3.612
63 H 3.936 1.343 1.122
64 H -3.296 3.867 2.951
65 H 2.842 1.443 -3.849
66 H -5.072 0.392 5.989
67 H -2.648 -1.357 -2.084
68 H -3.426 -0.831 0.835
69 H -4.168 -0.233 3.759
70 H -5.105 2.763 6.682
71 H -2.540 1.074 -0.826

These are the Mulliken partial charges, in e, on atoms 1 to 8: Br -0.11; F -0.32; F -0.03; O -0.47; N -0.58; N -0.90; N -0.71; N 1.27

=====

No. 2
Formula: C29H34N4O5
Source: OMol25
Level of theory: wB97M-V/def2-TZVPD

Computed properties:
Kohn-Sham gap: 5.826 eV
E_tot: -46818.61913 eV
LUMO energy: -2.047 eV
total charge: 0

Positions of all 72 atoms, in Å:
1 O -4.794 -4.661 -0.498
2 O 5.867 -5.900 7.201
3 O 2.136 -2.778 0.009
4 O -4.612 -6.637 0.447
5 O 0.375 -0.259 3.385
6 N -4.187 -5.477 0.236
7 N 3.268 -4.949 4.996
8 N 3.919 -6.706 6.265
9 N 1.248 -1.532 1.698
10 C 1.408 -4.476 3.530
11 C 2.903 -7.270 4.119
12 C 2.214 2.082 -0.468
13 C -1.362 -3.304 1.266
14 C 1.036 0.920 1.404
15 C 1.805 -1.683 0.450
16 C 5.651 -4.244 4.574
17 C 9.292 -3.149 6.601
18 C 2.583 -4.111 4.195
19 C 1.981 -0.421 -0.403
20 C 9.301 -4.195 5.668
21 C 8.115 -2.426 6.828
22 C 8.134 -4.521 4.973
23 C 2.219 0.848 0.426
24 C 0.638 -3.703 2.695
25 C 4.548 -4.555 5.596
26 C 1.510 -6.431 6.052
27 C -0.567 -4.160 2.108
28 C -2.974 -5.055 0.845
29 C -2.515 -3.737 0.642
30 C 3.566 0.795 1.156
31 C 6.948 -3.828 5.236
32 C 6.947 -2.754 6.131
33 C 3.990 -8.011 6.880
34 C 4.898 -5.771 6.458
35 C -1.078 -5.502 2.278
36 C 0.862 -0.337 2.261
37 C 2.865 -6.333 5.334
38 C -2.241 -5.935 1.666
39 H 2.261 -6.916 3.310
40 H 1.271 2.182 -1.015
41 H 8.117 -5.336 4.245
42 H -2.619 -6.947 1.799
43 H 8.092 -1.611 7.553
44 H 4.400 -3.683 6.262
45 H 1.584 -5.960 7.042
46 H 5.819 -5.149 3.965
47 H 2.988 -3.101 4.080
48 H 3.933 -7.347 3.741
49 H -3.103 -3.092 -0.006
50 H 3.694 1.732 1.716
51 H 4.887 -8.062 7.499
52 H 2.806 -0.583 -1.107
53 H 5.283 -3.446 3.908
54 H 4.368 0.729 0.406
55 H 2.358 2.977 0.146
56 H 1.064 -0.276 -1.002
57 H 1.146 1.792 2.060
58 H 1.257 -7.492 6.171
59 H 3.109 -8.193 7.505
60 H -1.041 -2.276 1.111
61 H 3.652 -0.055 1.845
62 H 10.200 -2.898 7.151
63 H 1.035 -2.580 2.358
64 H 1.085 -5.503 3.689
65 H -0.532 -6.212 2.903
66 H 3.038 2.023 -1.188
67 H 0.116 1.062 0.809
68 H 2.556 -8.262 4.436
69 H 0.711 -5.940 5.493
70 H 4.035 -8.800 6.120
71 H 6.018 -2.199 6.293
72 H 10.213 -4.764 5.485

These are the Mulliken partial charges, in e, on atoms 1 to 8: O -0.59; O -0.70; O -0.70; O -0.59; O -0.69; N 0.95; N 0.58; N 0.28

=====

No. 3
Formula: C29H35BF2N6O10P2STl
Source: OMol25
Level of theory: wB97M-V/def2-TZVPD

Computed properties:
Kohn-Sham gap: 6.454 eV
E_tot: -100284.96426 eV
LUMO energy: 1.746 eV
relative energy (zero: lowest compared OMol25 entry of this formula, charge and spin): 9.91 kJ/mol
total charge: -1

Positions of all 87 atoms, in Å:
1 Tl -1.144 -0.120 -0.288
2 S -0.690 0.571 3.260
3 P -1.627 3.332 0.466
4 P 1.042 2.405 0.303
5 F -2.990 -0.809 2.474
6 F -3.955 -1.520 0.644
7 O -1.261 4.149 -0.879
8 O -3.082 0.153 -2.676
9 O 0.442 1.523 -0.760
10 O -2.422 4.155 1.389
11 O 2.124 1.947 1.203
12 O 1.627 3.640 -0.618
13 O -2.145 1.972 0.086
14 O -0.104 3.171 1.135
15 O -0.313 0.586 1.831
16 O -2.025 -1.783 -3.087
17 N 1.400 -0.978 0.095
18 N 8.007 -0.780 2.568
19 N -0.527 -2.341 1.332
20 N -0.384 -2.938 4.039
21 N 1.144 -0.623 -2.697
22 N 2.441 1.616 -3.709
23 C 2.666 1.191 -2.485
24 C 3.690 -0.378 -0.182
25 C -1.512 -2.963 1.956
26 C -3.216 -1.854 -3.895
27 C -4.089 -2.944 -3.266
28 C 7.150 -1.726 2.916
29 C 0.559 -2.029 2.047
30 C 0.882 -0.154 -3.908
31 C 1.545 0.941 -4.428
32 C 2.954 -1.328 1.870
33 C 1.675 -1.407 1.321
34 C 3.994 -0.808 1.103
35 C -3.820 -0.407 -3.769
36 C -2.837 -2.266 -5.317
37 C 2.034 0.045 -1.973
38 C -5.304 -0.360 -3.411
39 C 6.281 0.219 1.251
40 C -1.762 2.011 3.673
41 C 7.571 0.166 1.752
42 C 5.843 -1.780 2.466
43 C -1.438 -3.271 3.309
44 C -0.936 2.997 4.488
45 C 0.601 -2.317 3.414
46 C 2.372 -0.456 -0.635
47 C 0.162 2.200 5.184
48 C 0.762 1.347 4.091
49 C 5.375 -0.780 1.611
50 C -3.556 0.488 -4.984
51 C -3.109 -0.512 1.115
52 B -2.047 -0.643 -2.339
53 H -2.492 0.522 -5.202
54 H -2.126 2.455 2.748
55 H -2.397 -3.259 -5.293
56 H 7.543 -2.480 3.588
57 H -2.241 -3.779 3.824
58 H -3.878 1.497 -4.739
59 H -5.614 0.678 -3.333
60 H 1.440 -2.044 4.038
61 H -4.101 0.145 -5.859
62 H 5.206 -2.600 2.762
63 H -3.684 0.420 1.064
64 H -5.022 -3.073 -3.806
65 H -3.539 -3.882 -3.289
66 H 4.468 -0.015 -0.836
67 H -0.482 3.716 3.807
68 H -5.902 -0.849 -4.176
69 H -5.479 -0.834 -2.450
70 H 0.143 -0.701 -4.475
71 H -3.722 -2.293 -5.947
72 H -2.598 1.602 4.242
73 H 1.420 0.558 4.451
74 H -2.111 -1.583 -5.746
75 H 1.255 1.919 3.304
76 H 1.378 1.307 -5.433
77 H -0.279 1.547 5.943
78 H 3.342 1.776 -1.876
79 H -4.295 -2.701 -2.227
80 H 3.142 -1.664 2.878
81 H 8.302 0.920 1.483
82 H 1.924 4.332 -0.033
83 H 5.979 1.032 0.609
84 H -0.595 3.626 -1.330
85 H -2.376 -3.226 1.363
86 H 0.904 2.845 5.658
87 H -1.560 3.537 5.202

These are the Mulliken partial charges, in e, on atoms 1 to 8: Tl 2.67; S 0.31; P 0.37; P 0.11; F -0.30; F -0.35; O -0.72; O -0.41

=====

Q: The lowest total charge belongs to which entry?
A: C29H35BF2N6O10P2STl